Run w
# C18H25NO3

C18H25NO3 in the gas phase (wB97M-V/def2-TZVPD, the Open Molecules 2025 dataset).

Atoms and positions in Å:
C 5.11576 -0.34924 2.44711
C 3.81290 0.34454 2.17575
C 2.71998 0.89860 1.86803
C 1.45804 1.54211 1.53097
O 1.40584 2.80818 2.33363
C 0.16519 0.81901 1.60914
O -0.75615 1.42911 2.22755
O 0.01845 -0.42653 1.03255
C -1.34886 -0.82368 0.82504
C -1.41985 -2.36061 0.67837
C -0.66184 -2.84693 -0.56886
C -1.01005 -2.00668 -1.80290
N -2.26451 -1.23913 -1.48262
C -3.31352 -2.29145 -1.03288
C -2.97804 -2.71807 0.40673
C -1.87861 -0.19143 -0.47488
C -3.05053 0.66908 -0.22264
C 1.49565 1.90280 0.07128
C 1.90001 1.03244 -0.98655
C 1.82643 1.68470 -2.28119
C 1.03851 2.98426 -1.98342
C 0.97877 3.17190 -0.48967
H 4.98397 -0.89542 3.41802
H 5.84753 0.45183 2.55117
H 5.38371 -1.19048 1.76033
H 1.78316 2.65814 3.22847
H -1.95929 -0.59854 1.64221
H -1.01995 -2.94754 1.49857
H -0.89710 -3.86464 -0.70342
H 0.43116 -2.84876 -0.43494
H -1.17082 -2.61779 -2.68769
H -0.21998 -1.26540 -1.85323
H -3.27904 -3.22103 -1.66263
H -4.35170 -1.82102 -1.00996
H -3.16822 -3.73934 0.45843
H -3.67194 -2.20320 1.06722
H -1.22824 0.42685 -0.99470
H -2.76488 1.59806 0.27321
H -3.47966 0.81859 -1.19213
H -3.90049 0.28648 0.39619
H 2.18920 -0.02232 -0.83814
H 1.27287 1.02650 -2.96939
H 2.80117 1.89136 -2.77025
H 1.51633 3.84166 -2.53271
H -0.02400 2.86958 -2.31919
H 1.72503 3.80661 -0.03302
H -0.05237 3.52687 -0.17297

Output
- SMILES: CC#C[C@](O)(C(=O)O[C@@H]1C2CCN(CC2)[C@H]1C)C1=CCCC1
- LUMO: 0.734 eV
- Orbital gap: 9.0 eV
- E_HOMO: -8.30 eV

Run x
# C18H25NO3

2 unconnected molecules or ions with the total composition C18H25NO3 (wB97M-V/def2-TZVPD, the Open Molecules 2025 dataset).

Atoms and positions in Å:
C -5.19433 1.81085 -2.09559
C -3.95866 2.66846 -1.99284
O -2.85084 1.78666 -1.78105
C -1.68524 2.48461 -1.71413
C -0.51853 1.56352 -1.68015
C -0.75466 0.12759 -1.85546
C 0.77467 2.21060 -1.68212
C 2.02321 1.37456 -1.92126
O 0.88853 3.42153 -1.48494
O -1.67128 3.70355 -1.71744
H -6.07914 2.44835 -2.13713
H -5.16682 1.20494 -3.00866
H -5.28934 1.14434 -1.23099
H -3.79776 3.24556 -2.91557
H -4.02610 3.37131 -1.15136
H -1.83833 -0.02909 -1.91618
H -0.31047 -0.26247 -2.78496
H -0.35935 -0.44323 -1.00240
H 1.86534 0.29264 -1.89011
H 2.44580 1.63532 -2.90069
H 2.77566 1.65626 -1.17730
C 5.35021 -1.48549 -0.01036
N 4.04939 -1.83940 0.54046
C 3.85081 -3.21326 0.98179
C 3.07586 -0.93616 0.61530
C 1.76900 -1.23651 1.04669
C 0.74252 -0.30792 1.17733
C -0.47894 -0.59204 1.89999
C -1.18435 0.44120 2.57160
C -2.32484 0.16358 3.31922
C -2.82763 -1.14468 3.38421
C -2.15872 -2.17705 2.71312
C -1.00025 -1.91113 1.98353
H 6.02510 -2.33936 0.08725
H 5.26606 -1.21643 -1.07212
H 5.76433 -0.61564 0.51401
H 4.80194 -3.74277 0.88998
H 3.51144 -3.24326 2.02604
H 3.09972 -3.72655 0.36626
H 3.34268 0.09862 0.35817
H 1.56594 -2.27635 1.32727
H 0.90416 0.71683 0.83173
H -0.79183 1.45982 2.50399
H -2.83159 0.96875 3.85558
H -3.75403 -1.34947 3.92208
H -2.54556 -3.19525 2.75933
H -0.49379 -2.71591 1.44785

Output
- LUMO: -2.203 eV
- Orbital gap: 3.3 eV
- E_HOMO: -5.46 eV

Run y
# C18H25NO3

C18H25NO3 in the gas phase (wB97M-V/def2-TZVPD, the Open Molecules 2025 dataset).

Atoms and positions in Å:
C -7.46096 -0.38665 -0.40351
C -6.59760 0.48749 -1.30144
O -5.34937 0.80044 -0.67944
C -4.37256 -0.10830 -0.77728
O -4.47593 -1.14476 -1.37886
C -3.14060 0.34065 -0.02162
C -3.03633 -0.46738 1.27706
C -1.75452 -0.10154 2.01823
N -0.60139 -0.37662 1.18560
C 0.65162 -0.20407 1.90302
C 1.79814 -0.72859 1.09998
C 2.91117 -0.04172 0.85659
C 4.06213 -0.50864 0.09617
C 4.29334 -1.85565 -0.16369
C 5.39762 -2.27323 -0.88286
C 6.29919 -1.33773 -1.35461
C 6.10022 0.01066 -1.10709
C 4.99296 0.43626 -0.38596
O 4.72231 1.74565 -0.10800
C 5.61595 2.73205 -0.55790
C -0.64121 0.43151 -0.01875
C -1.87640 0.09395 -0.84463
H -7.61886 0.09956 0.55628
H -8.42293 -0.55892 -0.87761
H -6.97213 -1.34382 -0.23957
H -7.07254 1.45277 -1.48833
H -6.40021 -0.02320 -2.24961
H -3.24709 1.40379 0.21353
H -3.01437 -1.52912 1.02783
H -3.89968 -0.27337 1.91639
H -1.79413 0.96347 2.31896
H -1.67712 -0.70585 2.92624
H 0.57757 -0.78503 2.83010
H 0.82951 0.85228 2.17688
H 1.64837 -1.72511 0.71103
H 2.99881 0.97042 1.22871
H 3.59987 -2.58788 0.21924
H 5.55641 -3.32447 -1.06991
H 7.16700 -1.65028 -1.91627
H 6.81905 0.72157 -1.48349
H 6.61422 2.60072 -0.12730
H 5.20148 3.68045 -0.21834
H 5.68929 2.74262 -1.65040
H -0.64476 1.51155 0.22616
H 0.26067 0.22106 -0.59815
H -1.84750 -0.95751 -1.13160
H -1.88875 0.70055 -1.75180

Output
- SMILES: CCOC(=O)C1CCN(C/C=C/c2ccccc2OC)CC1
- LUMO: 0.880 eV
- Orbital gap: 9.0 eV
- E_HOMO: -8.10 eV

Relative energies with respect to the most stable structure, expressed in hartree: run w 0.1657; run x 0.1314; run y 0.0000.

Run w
# C4H12

2 unconnected molecules or ions with the total composition C4H12 (wB97M-V/def2-TZVPD, the Open Molecules 2025 dataset).

Atoms and positions in Å:
C 2.15717 0.07725 1.06759
C 2.59819 0.18390 -0.40871
H 3.02824 -0.35363 1.57096
H 2.01961 1.02055 1.59055
H 1.27571 -0.52734 1.18711
H 3.11976 1.12792 -0.60100
H 3.34234 -0.58848 -0.55914
H 1.82043 0.07353 -1.16049
C -1.84749 -0.46055 -0.73693
C -2.99083 0.19335 0.04893
H -1.66409 0.11753 -1.64815
H -1.03011 -0.59075 -0.04000
H -2.05931 -1.44150 -1.15545
H -3.03425 -0.14403 1.07964
H -3.95095 0.05316 -0.43056
H -2.78440 1.25909 0.19565

Output
- SMILES: CC.CC
- LUMO: 1.137 eV
- Orbital gap: 12.7 eV
- E_HOMO: -11.61 eV

Run x
# C4H12

2 unconnected molecules or ions with the total composition C4H12 (wB97M-V/def2-TZVPD, the Open Molecules 2025 dataset).

Atoms and positions in Å:
C -0.02197 -0.88527 -1.78974
C -0.62685 -0.07966 -2.93084
H 0.79849 -1.50036 -2.15004
H 0.32179 -0.31954 -0.92904
H -0.78107 -1.55332 -1.38407
H -0.95397 -0.77837 -3.69519
H 0.07723 0.63446 -3.34591
H -1.48786 0.51939 -2.62841
C 0.87817 0.01467 2.10862
C -0.18661 0.99512 2.63605
H 1.87479 0.12062 2.53058
H 0.52332 -0.98943 2.31822
H 1.00889 0.10910 1.03527
H -1.17624 0.52892 2.62339
H 0.03511 1.34547 3.64166
H -0.28322 1.83819 1.95945

Output
- SMILES: CC.CC
- LUMO: 1.114 eV
- Orbital gap: 12.9 eV
- E_HOMO: -11.78 eV

Run y
# C4H12

2 unconnected molecules or ions with the total composition C4H12 (wB97M-V/def2-TZVPD, the Open Molecules 2025 dataset).

Atoms and positions in Å:
C 1.83894 -0.93518 -0.06539
C 1.95808 0.61821 -0.19728
H 0.83038 -1.36430 -0.07671
H 2.50992 -1.51706 -0.69246
H 2.12978 -1.24706 0.95808
H 2.63513 0.93318 0.57992
H 1.02069 1.15260 -0.29708
H 2.60412 0.72187 -1.05646
C -2.05060 0.51322 0.78915
C -1.78116 -0.07920 -0.62054
H -2.52592 -0.28324 1.38318
H -1.11650 0.76121 1.31169
H -2.83291 1.28804 0.73058
H -1.06110 -0.90686 -0.54612
H -1.36055 0.69217 -1.26984
H -2.79828 -0.34760 -0.93071

Output
- SMILES: CC.CC
- LUMO: 1.205 eV
- Orbital gap: 12.7 eV
- E_HOMO: -11.47 eV

Run z
# C4H12

2 unconnected molecules or ions with the total composition C4H12 (wB97M-V/def2-TZVPD, the Open Molecules 2025 dataset).

Atoms and positions in Å:
C 1.31946 0.11720 -0.34257
C 2.17488 -1.16441 -0.20366
H 0.73330 0.24211 0.66574
H 1.93309 0.95819 -0.22076
H 0.72175 0.16312 -1.27309
H 2.61626 -1.16313 0.74734
H 1.51158 -1.87340 -0.44580
H 2.93271 -1.28505 -1.09491
C -1.77105 0.04042 0.86354
C -1.73431 0.96966 -0.36135
H -2.84254 -0.06537 1.18574
H -1.33468 -1.04059 0.87720
H -1.25775 0.51351 1.86018
H -0.93691 0.63140 -1.05481
H -1.35351 2.03550 -0.11310
H -2.65721 1.10648 -0.86949

Output
- SMILES: CC.CC
- LUMO: 1.132 eV
- Orbital gap: 12.2 eV
- E_HOMO: -11.09 eV

Relative energies with respect to the most stable structure, expressed in hartree: run w 0.0069; run x 0.0000; run y 0.0162; run z 0.0526.

Run w
# C4H12

2 unconnected molecules or ions with the total composition C4H12 (wB97M-V/def2-TZVPD, the Open Molecules 2025 dataset).

Atoms and positions in Å:
C 0.82281 0.07089 -1.89410
C 0.33758 1.52765 -1.80008
H 0.08271 -0.52164 -2.42494
H 1.81283 -0.05801 -2.31499
H 0.88550 -0.36550 -0.90004
H -0.64129 1.61012 -2.28122
H 0.95625 2.21442 -2.38094
H 0.24636 1.89868 -0.78910
C -0.27309 -0.64740 2.50753
C -0.83843 -0.93297 1.15953
H -0.61875 0.29879 2.92579
H -0.45986 -1.37088 3.30814
H 0.81660 -0.55514 2.51808
H -0.69201 -1.98887 0.89778
H -0.50494 -0.31969 0.32891
H -1.93229 -0.86045 1.13967

Output
- SMILES: CC.CC
- LUMO: 1.139 eV
- Orbital gap: 12.7 eV
- E_HOMO: -11.51 eV

Run x
# C4H12

2 unconnected molecules or ions with the total composition C4H12 (wB97M-V/def2-TZVPD, the Open Molecules 2025 dataset).

Atoms and positions in Å:
C -0.22229 -1.40840 2.26276
C 0.70564 -1.57561 1.03203
H -0.81000 -2.32212 2.26624
H 0.42198 -1.48829 3.13966
H -0.89743 -0.57077 2.15598
H 1.44075 -0.78361 0.91001
H 0.01214 -1.71667 0.18676
H 1.22624 -2.52822 0.98208
C -0.16591 1.47890 -2.40461
C -0.29865 1.55709 -0.86082
H 0.68321 0.88938 -2.77538
H -1.11042 1.12693 -2.80557
H 0.16413 2.42040 -2.84895
H 0.04517 2.50112 -0.45058
H 0.09561 0.60961 -0.50725
H -1.35682 1.52911 -0.57289

Output
- SMILES: CC.CC
- LUMO: 1.151 eV
- Orbital gap: 12.5 eV
- E_HOMO: -11.36 eV

Run y
# C4H12

2 unconnected molecules or ions with the total composition C4H12 (wB97M-V/def2-TZVPD, the Open Molecules 2025 dataset).

Atoms and positions in Å:
C 1.53553 0.15931 0.99537
C 2.32110 0.16139 2.30695
H 1.23174 1.17310 0.72280
H 2.21928 -0.10308 0.17603
H 0.70911 -0.54463 0.94187
H 2.83036 1.10298 2.49298
H 1.70723 -0.06222 3.17690
H 3.04409 -0.65552 2.30420
C -1.44772 -0.36268 -2.18171
C -2.46185 0.05157 -1.11188
H -1.94290 -1.03461 -2.87977
H -1.01174 0.48171 -2.70087
H -0.66434 -0.98088 -1.73452
H -3.31259 0.53330 -1.59116
H -2.04633 0.84517 -0.47078
H -2.71098 -0.76492 -0.44643

Output
- SMILES: CC.CC
- LUMO: 1.142 eV
- Orbital gap: 12.8 eV
- E_HOMO: -11.62 eV

Run z
# C4H12

2 unconnected molecules or ions with the total composition C4H12 (wB97M-V/def2-TZVPD, the Open Molecules 2025 dataset).

Atoms and positions in Å:
C -0.73223 1.93230 0.50693
C -2.08797 1.27345 0.78892
H -0.24957 2.64654 1.22786
H 0.13928 1.47827 0.18865
H -0.97784 2.45054 -0.48455
H -2.71435 1.03108 -0.14227
H -2.54995 2.10306 1.33995
H -1.88849 0.60330 1.53377
C 1.76919 -2.26686 -0.94078
C 1.05702 -0.99704 -0.32292
H 2.66893 -2.08317 -1.46740
H 1.90482 -3.13560 -0.23527
H 1.02108 -2.94864 -1.49268
H -0.01592 -1.14394 -0.03458
H 1.13113 -0.17931 -1.06023
H 1.52488 -0.76397 0.59458

Output
- SMILES: CC.CC
- LUMO: 1.099 eV
- Orbital gap: 12.2 eV
- E_HOMO: -11.10 eV

Relative energies with respect to the most stable structure, expressed in hartree: run w 0.0052; run x 0.0164; run y 0.0000; run z 0.0538.